[1]
ORCA calculation (ωB97M-V/def2-TZVPD) on one molecule with the formula HN2P in a non-equilibrium geometry.

CARTESIAN COORDINATES (ANGSTROEM)
N (-2.760, 0.198, -0.406)
N (-1.862, 1.231, -0.977)
P (-1.624, -0.399, -1.821)
H (-2.665, 1.983, -0.895)

Forces on atoms 1 to 2 (eV/Å):
N 3.3 -0.3 -2.3
N -3.8 -1.6 1.1

Properties
**Energy relative to the best compared isomer or geometry (same formula, charge and spin)**: 73.5 kcal per mole
**Multiplicity**: 3
**Kohn-Sham gap (alpha / beta)**: 8.55 / 9.05 eV

List of Mulliken charges in e, atom by atom:
1 N -0.28
2 N -0.29
3 P 0.25
4 H 0.32


[2]
ORCA calculation (ωB97M-V/def2-TZVPD) on one molecule with the formula HN3O3 in a non-equilibrium geometry.

CARTESIAN COORDINATES (ANGSTROEM)
N (0.780, -0.486, -0.823)
N (1.242, -0.184, 0.277)
N (2.674, -0.157, 0.491)
O (-0.520, -0.559, -0.797)
O (3.391, 0.722, 0.097)
O (2.970, -1.065, 1.236)
H (-0.807, -0.363, 0.129)

Forces on atoms 1 to 2 (eV/Å):
N 2.9 0.1 0.1
N -1.5 0.8 0.3

Properties
**Energy relative to the best compared isomer or geometry (same formula, charge and spin)**: 71.9 kcal per mole
**Kohn-Sham gap**: 11.09 eV

List of Mulliken charges in e, atom by atom:
1 N 0.10
2 N -0.21
3 N 0.97
4 O -0.29
5 O -0.48
6 O -0.48
7 H 0.40


[3]
ORCA calculation (ωB97M-V/def2-TZVPD) on a 2-piece molecular cluster, HNO2S overall in a non-equilibrium geometry.

CARTESIAN COORDINATES (ANGSTROEM)
N (0.208, -0.690, 0.569)
O (1.293, -0.903, 0.107)
O (-0.199, 0.992, -1.374)
S (-0.839, -1.058, 1.509)
H (-0.462, 1.660, -0.811)

Forces on atoms 1 to 2 (eV/Å):
N 6.0 1.0 -5.4
O -2.7 0.6 1.4

Properties
**Energy relative to the best compared isomer or geometry (same formula, charge and spin)**: 116.6 kcal per mole
**Kohn-Sham gap (alpha / beta)**: 5.84 / 5.82 eV

List of Mulliken charges in e, atom by atom:
1 N 0.56
2 O -0.27
3 O -0.65
4 S 0.11
5 H 0.25


[4]
ORCA calculation (ωB97M-V/def2-TZVPD) on one molecule with the formula HNO2S in a non-equilibrium geometry.

CARTESIAN COORDINATES (ANGSTROEM)
N (-1.550, 1.214, 0.126)
O (-0.111, -1.863, 0.013)
O (0.780, 0.589, -0.222)
S (-0.681, -0.045, 0.019)
H (1.562, 0.105, 0.065)

Forces on atoms 1 to 2 (eV/Å):
N 1.4 -4.9 -0.2
O -2.3 5.2 0.2

Properties
**Energy relative to the best compared isomer or geometry (same formula, charge and spin)**: 107.6 kcal per mole
**Kohn-Sham gap (alpha / beta)**: 8.64 / 8.49 eV

List of Mulliken charges in e, atom by atom:
1 N -0.29
2 O -0.45
3 O -0.40
4 S 0.77
5 H 0.37


[5]
ORCA calculation (ωB97M-V/def2-TZVPD) on a 2-piece molecular cluster, HNO2S2 overall in a non-equilibrium geometry.

CARTESIAN COORDINATES (ANGSTROEM)
N (-0.555, -0.808, -1.026)
O (-1.485, 1.496, -1.556)
O (-0.141, 1.220, 0.526)
S (1.092, -1.732, 1.142)
S (-0.741, 0.661, -0.642)
H (1.830, -0.836, 1.556)

Forces on atoms 1 to 2 (eV/Å):
N 1.1 0.3 1.8
O 0.4 -0.7 0.8

Properties
**Energy relative to the best compared isomer or geometry (same formula, charge and spin)**: 86.7 kcal per mole
**Kohn-Sham gap (alpha / beta)**: 6.08 / 6.02 eV

List of Mulliken charges in e, atom by atom:
1 N -0.37
2 O -0.41
3 O -0.43
4 S 0.03
5 S 1.02
6 H 0.16


[6]
ORCA calculation (ωB97M-V/def2-TZVPD) on HNO3S as an isolated structure in a non-equilibrium geometry.

CARTESIAN COORDINATES (ANGSTROEM)
N (-1.186, 2.578, 0.195)
O (-0.427, 2.241, -0.691)
O (-2.060, 3.382, 0.213)
O (-0.167, 0.905, 1.545)
S (0.707, 0.691, 0.408)
H (0.036, -0.302, -0.325)

Forces on atoms 1 to 2 (eV/Å):
N 0.5 -1.0 1.2
O -0.8 1.1 -1.1

Properties
**Energy relative to the best compared isomer or geometry (same formula, charge and spin)**: 57.4 kcal per mole
**Kohn-Sham gap (alpha / beta)**: 8.44 / 6.93 eV

List of Mulliken charges in e, atom by atom:
1 N 0.66
2 O -0.39
3 O -0.46
4 O -0.39
5 S 0.39
6 H 0.19


[7]
ORCA calculation (ωB97M-V/def2-TZVPD) on one molecule with the formula HNO5 in a non-equilibrium geometry.

CARTESIAN COORDINATES (ANGSTROEM)
N (-1.461, -0.033, -0.150)
O (-0.203, 0.889, 0.270)
O (-2.228, 0.634, -0.701)
O (0.892, 0.225, 0.810)
O (-1.233, -1.140, 0.086)
O (1.639, -0.515, -0.103)
H (2.593, -0.061, -0.212)

Forces on atoms 1 to 2 (eV/Å):
N 3.6 0.9 0.7
O 0.4 0.6 -1.0

Properties
**Energy relative to the best compared isomer or geometry (same formula, charge and spin)**: 9.3 kcal per mole
**Kohn-Sham gap**: 10.83 eV

List of Mulliken charges in e, atom by atom:
1 N 1.16
2 O -0.23
3 O -0.48
4 O -0.05
5 O -0.45
6 O -0.31
7 H 0.35


[8]
ORCA calculation (ωB97M-V/def2-TZVPD) on one molecule with the formula HO2PS in a non-equilibrium geometry.

CARTESIAN COORDINATES (ANGSTROEM)
O (-0.436, 0.249, -1.202)
O (-0.377, 0.305, 1.153)
P (0.734, 0.772, 0.017)
S (-1.162, -0.758, -0.026)
H (1.241, -0.569, 0.058)

Forces on atoms 1 to 2 (eV/Å):
O 0.4 0.0 1.7
O -1.5 -0.6 -0.8

Properties
**Energy relative to the best compared isomer or geometry (same formula, charge and spin)**: 47.8 kcal per mole
**Kohn-Sham gap**: 8.33 eV

List of Mulliken charges in e, atom by atom:
1 O -0.31
2 O -0.29
3 P 0.32
4 S 0.23
5 H 0.06


[9]
ORCA calculation (ωB97M-V/def2-TZVPD) on one molecule with the formula HO2PS4 in a non-equilibrium geometry.

CARTESIAN COORDINATES (ANGSTROEM)
O (-1.434, 0.461, -1.538)
O (-2.756, -0.100, 0.545)
P (-1.689, 0.960, -0.187)
S (-2.901, 2.633, -0.024)
S (-1.477, -2.563, 0.008)
S (-3.074, -1.688, 0.356)
S (0.043, 0.566, 0.870)
H (0.443, -0.379, 0.069)

Forces on atoms 1 to 2 (eV/Å):
O 0.2 -0.9 -0.9
O -2.7 -3.8 0.8

Properties
**Energy relative to the best compared isomer or geometry (same formula, charge and spin)**: 27.8 kcal per mole
**Kohn-Sham gap (alpha / beta)**: 4.12 / 4.09 eV

List of Mulliken charges in e, atom by atom:
1 O -0.57
2 O -0.17
3 P 0.55
4 S -0.37
5 S 0.09
6 S 0.51
7 S -0.20
8 H 0.16


[10]
ORCA calculation (ωB97M-V/def2-TZVPD) on an isolated ion of composition HO5S and charge -1 in a non-equilibrium geometry.

CARTESIAN COORDINATES (ANGSTROEM)
O (0.256, -1.600, -0.386)
O (2.006, -0.227, 0.795)
O (-1.834, 0.417, 0.232)
O (-0.681, 1.254, 0.335)
O (0.224, 1.109, -0.671)
S (1.315, -0.556, -0.452)
H (-1.286, -0.398, 0.147)

Forces on atoms 1 to 2 (eV/Å):
O 0.5 0.9 0.5
O -0.4 -0.6 -0.1

Properties
**Energy relative to the best compared isomer or geometry (same formula, charge and spin)**: 69.1 kcal per mole
**Total charge**: -1
**Kohn-Sham gap**: 8.14 eV

List of Mulliken charges in e, atom by atom:
1 O -0.63
2 O -0.51
3 O -0.35
4 O -0.10
5 O -0.40
6 S 0.61
7 H 0.39


[11]
ORCA calculation (ωB97M-V/def2-TZVPD) on a 2-piece molecular cluster, HO5S overall in a non-equilibrium geometry.

CARTESIAN COORDINATES (ANGSTROEM)
O (-2.019, 0.552, -0.657)
O (-0.743, -1.087, 0.721)
O (-0.053, -0.718, -1.632)
O (1.763, 0.336, 0.757)
O (0.811, 1.336, 0.296)
S (-0.761, -0.215, -0.454)
H (1.003, -0.203, 0.970)

Forces on atoms 1 to 2 (eV/Å):
O 2.5 -1.2 0.3
O 0.3 0.8 -0.6

Properties
**Energy relative to the best compared isomer or geometry (same formula, charge and spin)**: 41.0 kcal per mole
**Total charge**: -1
**Kohn-Sham gap (alpha / beta)**: 8.21 / 8.21 eV

List of Mulliken charges in e, atom by atom:
1 O -0.54
2 O -0.59
3 O -0.49
4 O -0.34
5 O -0.52
6 S 1.10
7 H 0.39


[12]
ORCA calculation (ωB97M-V/def2-TZVPD) on a 2-piece molecular cluster, HOS3 overall.

CARTESIAN COORDINATES (ANGSTROEM)
O (1.107, -2.033, -1.639)
S (3.215, -1.480, 0.223)
S (0.325, -2.916, 0.984)
S (1.320, -1.733, -0.232)
H (-0.217, 0.312, 0.077)

Forces on atoms 1 to 2 (eV/Å):
O -0.2 0.1 -0.9
S -0.1 0.2 0.1

Properties
**Energy relative to the best compared isomer or geometry (same formula, charge and spin)**: 60.3 kcal per mole
**Total charge**: -1
**Kohn-Sham gap (alpha / beta)**: 6.78 / 6.50 eV

List of Mulliken charges in e, atom by atom:
1 O -0.49
2 S -0.43
3 S -0.41
4 S 0.34
5 H -0.01


| no. | electronic energy (eV) |
| --- | --- |
| 1 | -12280.2525 |
| 2 | -10622.8066 |
| 3 | -16429.5445 |
| 4 | -16429.9354 |
| 5 | -27265.5557 |
| 6 | -18478.1765 |
| 7 | -11734.0497 |
| 8 | -24233.1450 |
| 9 | -56739.8283 |
| 10 | -21085.3662 |
| 11 | -21086.5850 |
| 12 | -34567.8351 |